Entry 1:
DFT (ωB97M-V with the def2-TZVPD basis set) results for a gas-phase ion, CH4NO2S (charge -1).

Properties
total charge	-1
total energy	-643.95134	hartree
structure (SMILES)	C[S@](=N)(=O)[O-]
spin multiplicity	1

Last column: Löwdin charge in e.
CARTESIAN COORDINATES (ANGSTROEM)
C1 -0.395 0.150 1.103  -0.20
N1 -0.583 0.348 -1.480  -0.29
O1 0.659 -1.672 -0.481  -0.45
O2 1.742 0.523 -0.392  -0.45
S1 0.467 -0.211 -0.474  0.36
H1 0.230 -0.192 1.919  0.04
H2 -0.549 1.219 1.144  0.03
H3 -1.337 -0.379 1.078  0.03
H4 -0.233 0.213 -2.416  -0.05


Entry 2:
DFT (ωB97M-V with the def2-TZVPD basis set) results for 2 unconnected molecules or ions with the total composition C8H7NO2.

Properties
total energy	-514.15983	hartree
structure (SMILES)	C=C1OC1=O.c1ccncc1
spin multiplicity	1

Last column: Löwdin charge in e.
CARTESIAN COORDINATES (ANGSTROEM)
C1 1.365 -1.748 -0.164  -0.07
C2 0.821 -1.031 -1.250  -0.08
C3 2.059 -1.050 0.874  -0.07
C4 0.845 0.367 -1.203  -0.17
C5 1.918 0.324 0.869  -0.16
C6 -1.698 2.103 0.276  0.06
C7 -2.293 0.939 0.286  -0.19
C8 -2.986 -0.280 0.071  -0.41
N1 1.274 0.987 -0.107  0.05
O1 -1.828 -0.306 0.778  0.14
O2 -3.814 -1.058 -0.206  0.19
H1 1.370 -2.837 0.030  0.11
H2 0.466 -1.672 -2.112  0.12
H3 2.507 -1.686 1.666  0.11
H4 0.355 0.789 -2.085  0.11
H5 2.405 0.797 1.716  0.10
H6 -2.005 3.015 -0.294  0.08
H7 -0.759 2.348 0.856  0.09


For reference, largest force on an atom by record: 1.08, 2.56 eV/Å.
For reference, Kohn-Sham gap by record: 7.84, 10.38 eV.
For reference, energy relative to the best compared isomer or geometry (same formula, charge and spin) by record: 51.2, 88.9 kcal/mol.